No. 1
Below is a cluster of 2 separate species, C8H6ClO3S in total, with properties calculated with wB97M-V/def2-TZVPD.

ORCA input file:
```
! RIJCOSX wB97M-V def2-TZVPD def2/J DEFGRID3
* xyz -1 3
C -2.607 0.738 -0.008
C -2.281 -0.611 0.122
C -1.566 1.744 0.284
C -1.029 -0.989 0.647
C -0.260 1.283 0.522
C -0.006 -0.065 0.724
C 1.549 -1.129 -1.577
C 2.249 -0.417 -0.602
O 0.613 -1.270 -2.311
O 2.615 -1.764 -1.105
O 1.509 -2.004 1.386
S 1.674 -0.583 1.176
Cl 3.111 2.432 0.379
H -3.660 0.781 -0.187
H -3.105 -1.278 -0.003
H -1.655 2.748 0.059
H -0.610 -1.939 0.722
H 0.503 1.978 0.703
H 2.956 0.345 -0.932
*
```

For the energy, the calculation gives -37888.702 eV. For the frontier orbital gap (alpha / beta), the calculation gives 0.2129 / 0.1721 Ha. The value obtained for the max |F| is 0.1251 Eh/bohr.

---

No. 2
Below is a structure of composition C8H6CuN2S, with properties calculated with wB97M-V/def2-TZVPD.

ORCA input file:
```
! RIJCOSX wB97M-V def2-TZVPD def2/J DEFGRID3
* xyz 2 2
C 3.364 -0.003 0.183
C 2.335 0.599 -0.572
C 0.907 0.448 -0.351
C 0.014 1.639 -0.449
C -1.337 1.543 -0.287
C -1.895 0.221 -0.034
N -3.178 -0.117 0.132
S -3.188 -1.732 0.396
N -1.593 -2.154 0.329
C -1.031 -0.969 0.088
C 0.394 -0.823 -0.088
H 3.740 0.361 1.153
H 3.884 -0.878 -0.261
H 2.641 1.234 -1.435
H 0.435 2.631 -0.657
H -1.983 2.426 -0.365
H 1.114 -1.649 -0.029
Cu -4.623 -2.777 2.248
*
```

For the energy, the calculation gives -66826.120 eV. For the frontier orbital gap (alpha / beta), the calculation gives 0.2548 / 0.2522 Ha. The value obtained for the max |F| is 0.0432 Eh/bohr.

---

No. 3
Below is a cluster of 2 separate species, C8H6INOS in total, with properties calculated with wB97M-V/def2-TZVPD.

ORCA input file:
```
! RIJCOSX wB97M-V def2-TZVPD def2/J DEFGRID3
* xyz 0 1
C -0.939 -0.478 2.121
C 0.364 1.352 1.146
C 0.734 -0.982 0.483
C 1.313 1.698 0.280
C 1.684 -0.609 -0.490
C 0.048 -0.028 1.245
C 1.970 0.737 -0.523
C -2.589 -1.160 -1.101
N -1.631 -0.960 2.895
O -0.552 0.241 -1.786
S -1.905 0.325 -1.212
I 3.376 1.596 -1.932
H -0.146 2.074 1.944
H 0.504 -2.062 0.648
H 1.360 2.811 -0.010
H 1.993 -1.346 -1.337
H -1.934 -1.867 -1.577
H -3.651 -1.341 -0.794
*
```

For the energy, the calculation gives -30863.764 eV. For the frontier orbital gap, the calculation gives 0.3136 Ha. The value obtained for the max |F| is 0.0848 Eh/bohr. The value obtained for the relative energy (zero: lowest compared OMol25 entry of this formula, charge and spin) is 0.0 kJ/mol.

---

No. 4
Below is the ion C8H6N with charge +1, with properties calculated with wB97M-V/def2-TZVPD.

ORCA input file:
```
! RIJCOSX wB97M-V def2-TZVPD def2/J DEFGRID3
* xyz 1 1
C 1.270 -0.443 -2.022
C 1.616 0.902 -1.441
C 2.135 0.485 -2.631
C 0.153 -0.699 -0.858
C 0.660 1.235 0.572
C -0.846 -0.870 1.360
C -1.720 -0.089 0.516
C -0.144 -0.008 0.262
N 0.448 -1.513 -1.798
H 1.621 1.050 1.012
H 0.465 2.225 0.468
H -0.567 -0.457 2.382
H -0.767 -2.005 1.263
H -2.260 -0.596 -0.179
H -2.064 0.784 1.092
*
```

For the energy, the calculation gives -9864.340 eV. For the frontier orbital gap (alpha / beta), the calculation gives 0.2581 / 0.2581 Ha. The value obtained for the max |F| is 0.1231 Eh/bohr. The value obtained for the relative energy (zero: lowest compared OMol25 entry of this formula, charge and spin) is 401.8 kJ/mol.

---

> Which of these has the lowest max |F|?

C8H6CuN2S